The following is a DFT calculation (ωB97M-V/def2-TZVPD) of a structure of composition C10H24FeN6O6S in a non-equilibrium geometry.

Last column: Mulliken charge in e.
Positions of all 48 atoms, in Å:
O  0.18  -2.24  -4.79  -0.362
H  -0.58  -1.87  -4.30  0.359
Fe  0.01  -0.04  -0.42  -0.423
N  1.52  -1.07  -0.88  1.081
N  -0.72  -1.86  0.11  1.050
N  0.69  1.80  -0.38  0.780
N  -1.28  0.98  0.97  0.591
O  2.72  -0.68  -0.99  -0.621
O  1.83  2.27  -1.12  -0.616
O  -2.52  0.50  1.54  -0.582
O  -1.73  -2.11  0.83  -0.846
C  -0.01  -2.79  -0.52  0.145
C  1.22  -2.37  -1.10  0.331
C  0.08  2.78  0.35  0.809
C  -1.02  2.35  1.06  -0.291
C  2.15  -3.21  -1.90  -1.373
H  2.31  -2.75  -2.89  0.246
H  1.79  -4.23  -2.08  0.345
H  3.13  -3.30  -1.39  0.320
C  -0.63  -4.14  -0.63  -1.594
H  -1.62  -4.07  -1.11  0.297
H  -0.77  -4.58  0.37  0.300
H  -0.03  -4.84  -1.22  0.351
C  0.55  4.19  0.43  -1.430
C  -1.84  3.19  1.95  -1.753
H  1.20  4.52  -0.40  0.381
H  1.10  4.37  1.37  0.269
H  -0.32  4.86  0.44  0.407
H  -2.45  2.66  2.71  0.380
H  -2.53  3.80  1.34  0.368
H  -1.19  3.89  2.50  0.392
H  1.98  1.61  -1.84  0.297
H  -2.49  -0.49  1.31  0.453
C  -1.36  0.09  -1.75  -1.276
H  -1.59  -0.02  -2.83  0.326
H  -1.43  1.17  -1.54  0.199
H  -2.17  -0.45  -1.22  0.227
O  2.21  0.92  -4.38  -0.642
H  1.94  0.05  -4.79  0.338
H  1.50  1.09  -3.75  0.333
N  -0.37  -1.11  4.11  -0.348
C  -0.02  0.01  3.49  0.706
N  0.36  1.11  4.12  -0.326
S  0.20  0.00  1.82  -0.367
H  -0.39  -1.16  5.10  0.200
H  -0.65  -1.93  3.61  0.212
H  0.65  1.93  3.61  0.160
H  0.39  1.17  5.10  0.196

Calculated values
Multiplicity: 5
Frontier orbital gap (alpha / beta): 5.12 / 5.09 eV